# C84H105N21

A cluster of 21 separate species, C84H105N21 in total (ωB97M-V/def2-TZVPD, the Open Molecules 2025 dataset).

Structure (XYZ):
```
210
Properties=species:S:1:pos:R:3
N -9.80375 -29.20519 2.49363
C -10.36684 -29.92057 1.54866
C -11.74759 -29.69364 1.57924
C -12.02309 -28.70210 2.53294
C -10.77824 -28.37758 3.10666
H -8.81881 -29.21859 2.62677
H -9.82852 -30.62020 0.93266
H -12.49192 -30.24454 1.03340
H -12.94858 -28.26670 2.84290
H -10.46434 -27.73200 3.89531
N -13.13421 -29.36615 -1.45272
C -13.78601 -28.14392 -1.34288
C -14.45783 -27.94452 -2.52433
C -14.13444 -29.07437 -3.35861
C -13.34309 -29.94050 -2.68316
H -12.40920 -29.65053 -0.80102
H -13.69468 -27.60875 -0.42855
H -15.04872 -27.02444 -2.67937
H -14.44810 -29.35446 -4.36989
H -12.85498 -30.85930 -2.90431
N -4.40943 -27.00472 -1.56314
C -4.33905 -25.86855 -0.85956
C -4.72267 -26.07349 0.47318
C -5.07443 -27.48218 0.51258
C -4.80684 -27.98736 -0.74820
H -3.97868 -27.17504 -2.47417
H -4.11871 -24.95222 -1.39959
H -4.81568 -25.30619 1.18907
H -5.41862 -28.03823 1.35244
H -4.85774 -28.97721 -1.14755
N -15.49184 -25.04673 2.30278
C -15.30428 -25.72841 1.13407
C -15.61087 -24.99336 0.03978
C -15.97045 -23.69148 0.58656
C -15.95487 -23.82214 1.96716
H -15.23568 -25.31416 3.25846
H -15.17016 -26.80131 1.16719
H -15.36958 -25.28050 -0.96133
H -16.26440 -22.79007 0.04994
H -16.18302 -23.17698 2.79427
N -13.22976 -23.90101 -2.34109
C -14.15459 -22.93692 -2.66301
C -14.73878 -23.32433 -3.81729
C -14.10702 -24.50010 -4.24653
C -13.20215 -24.85759 -3.27538
H -12.62347 -23.88592 -1.53367
H -14.39105 -22.09399 -1.93130
H -15.51949 -22.74602 -4.32472
H -14.34793 -25.07878 -5.09221
H -12.53763 -25.67539 -3.28169
N -9.67247 -19.39454 -2.53733
C -10.30223 -18.44001 -1.80662
C -9.62141 -17.25727 -1.81677
C -8.49033 -17.52806 -2.62540
C -8.54490 -18.83101 -3.04453
H -9.93101 -20.37145 -2.53415
H -11.21361 -18.67387 -1.25376
H -10.03613 -16.36566 -1.37909
H -7.72312 -16.87826 -2.97154
H -7.88038 -19.36169 -3.74340
N -11.01016 -23.89288 0.36670
C -12.34350 -23.79386 0.70267
C -12.70314 -22.45264 0.76587
C -11.47650 -21.74986 0.44806
C -10.43567 -22.66235 0.31276
H -10.48557 -24.72154 0.47701
H -12.88126 -24.70438 0.83552
H -13.67382 -22.11293 1.06031
H -11.32691 -20.68129 0.24123
H -9.38966 -22.52749 0.08251
N -12.22718 -33.58891 2.70051
C -11.60322 -33.20552 1.50238
C -11.93445 -34.16577 0.55103
C -12.74850 -35.12552 1.16743
C -12.94866 -34.70280 2.40713
H -12.35778 -33.08235 3.56662
H -10.99392 -32.35265 1.47276
H -11.50657 -34.17131 -0.45611
H -13.12692 -35.99128 0.69887
H -13.55395 -35.15314 3.23140
N -10.85722 -22.82151 -4.68984
C -10.37347 -22.62820 -3.42633
C -9.03985 -22.38515 -3.49872
C -8.62656 -22.38245 -4.87251
C -9.79417 -22.66790 -5.55774
H -11.87952 -22.80814 -4.85123
H -10.92948 -22.73054 -2.52503
H -8.39612 -22.34763 -2.59670
H -7.69212 -22.24821 -5.36685
H -10.00671 -22.53864 -6.60296
N -5.87268 -27.90394 5.24367
C -7.04701 -28.06386 5.85726
C -7.94680 -27.30109 5.14284
C -7.26877 -26.55345 4.15552
C -5.96775 -26.98827 4.18599
H -4.99708 -28.39475 5.46487
H -7.16202 -28.81953 6.60866
H -8.96208 -27.17994 5.42941
H -7.60136 -25.71226 3.52775
H -5.08794 -26.68926 3.62179
N -7.84033 -21.85066 2.32053
C -7.93273 -20.67163 1.56435
C -7.28340 -20.83934 0.33006
C -6.74225 -22.17418 0.40789
C -7.18901 -22.78202 1.53785
H -8.35172 -21.94163 3.20903
H -8.42396 -19.76826 1.92062
H -7.28264 -20.03863 -0.43422
H -6.27519 -22.68406 -0.41011
H -7.12994 -23.80440 1.94713
N -10.04125 -28.37790 -6.28353
C -11.27481 -27.93620 -6.66773
C -11.57460 -26.73810 -6.06046
C -10.40771 -26.45286 -5.27751
C -9.44700 -27.42927 -5.49042
H -9.57475 -29.16353 -6.73461
H -11.80921 -28.47626 -7.45177
H -12.54625 -26.20814 -6.11858
H -10.07591 -25.52074 -4.93443
H -8.43325 -27.51473 -5.15410
N -6.30157 -30.24394 -3.25311
C -5.80612 -29.30713 -4.15313
C -4.47258 -29.59669 -4.36240
C -4.20640 -30.76829 -3.57454
C -5.35096 -31.14597 -2.98203
H -7.28060 -30.36922 -2.93023
H -6.38325 -28.50061 -4.62195
H -3.84803 -29.07880 -5.10490
H -3.23642 -31.24495 -3.39498
H -5.48049 -31.89363 -2.26188
N -15.88143 -30.35206 0.51770
C -15.40161 -31.61869 0.82462
C -15.53234 -31.81754 2.16614
C -16.03782 -30.56152 2.71614
C -16.27942 -29.72924 1.70155
H -15.82527 -29.97802 -0.40503
H -15.06412 -32.28078 0.07357
H -15.38845 -32.70992 2.73182
H -16.24239 -30.14649 3.68838
H -16.77689 -28.77801 1.61327
N -7.54395 -32.80775 3.15254
C -7.88278 -31.60142 3.78950
C -6.89036 -30.72142 3.34599
C -6.09482 -31.29852 2.37201
C -6.45365 -32.64020 2.35323
H -8.18020 -33.58965 3.07730
H -8.73979 -31.44027 4.43764
H -6.84377 -29.72948 3.73621
H -5.20374 -30.94052 1.85770
H -6.06165 -33.50249 1.78766
N -12.93536 -24.77571 5.69626
C -12.99499 -25.76934 4.71798
C -14.07082 -26.58128 5.02436
C -14.69217 -26.04431 6.17024
C -13.99689 -24.95007 6.54407
H -12.29938 -24.00961 5.78007
H -12.34609 -25.80281 3.84576
H -14.40926 -27.46188 4.48667
H -15.53399 -26.49946 6.67508
H -14.12916 -24.27451 7.32575
N -7.61487 -22.01178 7.85836
C -7.48206 -20.80462 7.23001
C -6.99144 -21.02649 5.96028
C -6.75971 -22.39241 5.83723
C -7.15831 -22.98895 7.00645
H -8.03090 -22.21418 8.76209
H -7.81647 -19.90994 7.74442
H -6.57065 -20.33582 5.27725
H -6.38742 -22.95124 5.01454
H -7.32274 -24.00635 7.20376
N -12.00778 -30.96382 5.52637
C -11.48886 -31.66957 6.56145
C -12.34211 -32.71022 6.73084
C -13.42868 -32.66992 5.89612
C -13.13505 -31.56080 5.07875
H -11.58296 -30.02633 5.30222
H -10.57058 -31.38541 7.01702
H -12.13551 -33.40068 7.55055
H -14.18906 -33.51415 5.81256
H -13.67635 -31.19784 4.25073
N -7.85441 -30.20314 -0.30848
C -8.07935 -31.55021 -0.57038
C -8.96647 -31.56158 -1.63465
C -9.30971 -30.26280 -1.94968
C -8.62571 -29.39587 -1.10159
H -7.21495 -29.94340 0.40397
H -7.70447 -32.40853 0.00296
H -9.49227 -32.38857 -1.95862
H -9.88115 -29.97363 -2.82750
H -8.59278 -28.29459 -1.12813
N -10.77558 -22.92007 3.52393
C -10.62892 -22.10420 4.59137
C -9.75706 -22.72264 5.47421
C -9.46862 -23.98371 4.90712
C -10.03765 -24.10931 3.68290
H -11.39027 -22.84350 2.71876
H -11.11247 -21.10680 4.71901
H -9.32686 -22.27771 6.36274
H -8.84269 -24.73010 5.34325
H -10.13300 -24.95992 3.00695
N -10.47246 -26.98265 0.13282
C -10.69958 -26.51711 -1.13814
C -9.54034 -25.96381 -1.64780
C -8.59166 -25.91456 -0.57827
C -9.21841 -26.56668 0.46851
H -11.10661 -27.34507 0.80837
H -11.38763 -26.96370 -1.79804
H -9.45497 -25.51874 -2.64775
H -7.54247 -25.57312 -0.62492
H -8.78336 -26.81755 1.41149
```

Values from the calculation:
Total energy   -4413.48206 a.u.
E_LUMO   0.277 eV
Gap between HOMO and LUMO   8.10 eV
HOMO energy   -7.8 eV
Energy above the lowest of the compared OMol25 structures with the same formula, charge and spin   0.5607 eV
2S+1   1